Computed, not measured: a single C6H4ClF2N molecule in a non-equilibrium geometry, with ωB97M-V/def2-TZVPD.

XYZ file:
```
14
Properties=species:S:1:pos:R:3:forces:R:3:lowdin_charge:R:1
F -3.669029 -0.566831 -0.094968 0.349 0.128 -0.025 0.03
C -2.486051 0.058048 -0.002090 0.273 -0.294 0.063 -0.66
Cl -2.626702 1.753523 0.184325 -0.020 -0.269 0.014 0.76
C -1.352130 -0.655708 -0.046747 -1.241 -0.157 0.036 -0.27
F -1.471734 -1.996867 -0.120897 0.108 0.512 -0.016 0.11
N -0.047890 -0.226047 -0.015409 0.263 0.037 -0.068 -0.04
C 1.007946 -1.009584 0.394780 0.230 -0.347 0.254 -0.07
C 2.151053 -0.283723 0.280858 -0.072 -0.062 0.011 -0.08
C 1.793874 0.990690 -0.225538 -0.095 0.041 0.009 -0.08
C 0.444818 1.000289 -0.397360 0.153 0.400 -0.243 -0.10
H 0.847531 -2.012851 0.734280 -0.058 -0.134 0.034 0.12
H 3.139878 -0.613909 0.527070 0.157 -0.142 0.062 0.10
H 2.465413 1.797892 -0.438771 0.053 0.200 -0.069 0.10
H -0.196971 1.765077 -0.779535 -0.101 0.088 -0.062 0.08
```
Forces are in eV/Å.

Properties
ΔE to the lowest compared entry with this formula, charge and spin: 0.000 eV
Spin multiplicity: 1
Max |F|: 0.024 Eh/bohr
Total charge: 0
Kohn-Sham gap: 9.63 eV
E_LUMO: 0.75 eV